{"formula": "C40H47Cl5IrNO7SSe2", "method": "ωB97M-V with the def2-TZVPD basis set", "homo_ev": [-10.5, -10.5], "total_charge": 1, "multiplicity": 6, "homo_lumo_gap_ev": [7.92, 4.88], "elements": ["Ir", "C", "Se", "C", "C", "Se", "C", "H", "H", "H", "H", "H", "H", "H", "H", "H", "H", "Cl", "C", "C", "Cl", "C", "Cl", "C", "O", "C", "Cl", "C", "Cl", "C", "C", "C", "C", "C", "C", "C", "S", "O", "O", "N", "C", "C", "C", "O", "O", "H", "H", "H", "H", "H", "H", "H", "H", "H", "H", "H", "H", "C", "C", "C", "C", "C", "C", "C", "C", "C", "C", "C", "C", "O", "H", "H", "H", "H", "H", "H", "H", "H", "H", "H", "H", "H", "H", "H", "H", "H", "H", "C", "C", "O", "C", "C", "C", "C", "C", "C", "H", "H", "H", "H", "H", "H", "H", "H"], "coordinates": [[0.37937, -0.49942, -0.04514], [-0.11106, 2.73694, 2.45877], [-0.06283, 0.79957, 2.55100], [1.38476, 0.69068, 3.88776], [1.17420, -0.32805, 5.00393], [0.44004, -2.07086, 4.49338], [-1.21101, -1.92319, 5.51114], [0.86163, 3.12817, 2.18762], [-0.41949, 3.11343, 3.43028], [-0.84814, 2.99613, 1.70292], [1.45177, 1.68197, 4.33384], [2.29716, 0.49773, 3.33036], [0.46953, 0.05664, 5.73763], [2.12372, -0.52047, 5.49884], [-0.98627, -1.82542, 6.56982], [-1.78399, -2.83187, 5.34234], [-1.77883, -1.06402, 5.15805], [-4.69395, -6.08761, 0.10806], [-3.50033, -4.94925, -0.26780], [-3.22093, -3.90482, 0.64417], [-4.06575, -3.81054, 2.12965], [-2.26961, -2.96953, 0.33155], [-1.90443, -1.67959, 1.37793], [-1.51529, -3.04005, -0.90417], [-0.62649, -2.22447, -1.19545], [-1.82292, -4.13430, -1.80291], [-0.91947, -4.23547, -3.23808], [-2.79083, -5.05370, -1.49060], [-3.13756, -6.34016, -2.56208], [-7.82982, 1.75680, 0.64668], [-6.96083, 2.38780, -0.40954], [-6.44159, 1.62510, -1.45163], [-5.59260, 2.18676, -2.39513], [-5.26778, 3.53044, -2.29398], [-5.79415, 4.32027, -1.27865], [-6.63757, 3.74380, -0.34495], [-4.10843, 4.24733, -3.41886], [-3.78069, 3.24939, -4.39032], [-4.56422, 5.54440, -3.81570], [-2.77439, 4.53736, -2.48973], [-2.22493, 3.51859, -1.58550], [-1.79218, 2.25431, -2.32264], [-1.02164, 1.31287, -1.44498], [-0.10737, 0.60271, -1.95885], [-1.27603, 1.21462, -0.21412], [-8.38476, 0.90650, 0.24912], [-8.53857, 2.47445, 1.06025], [-7.20905, 1.39348, 1.47045], [-6.71407, 0.57811, -1.53470], [-5.19374, 1.60596, -3.21749], [-5.55772, 5.37760, -1.24122], [-7.06190, 4.35871, 0.44153], [-2.85195, 5.46298, -2.08643], [-2.92987, 3.26276, -0.79028], [-1.34446, 3.96642, -1.12552], [-1.18153, 2.50657, -3.18824], [-2.65650, 1.70992, -2.70552], [1.72402, 3.46655, -0.57239], [3.17227, 2.98802, -0.39446], [3.42075, 2.45216, 1.02300], [3.52109, 2.04147, -1.52313], [4.24692, 2.54763, -2.56610], [4.54300, 1.77474, -3.69791], [4.10456, 0.45198, -3.78227], [3.38409, -0.14592, -2.77981], [2.97531, -1.58805, -3.01492], [1.63112, -1.63770, -3.76559], [2.93803, -2.50291, -1.79078], [3.04644, 0.65337, -1.59731], [2.41944, 0.14568, -0.63325], [1.52701, 4.32306, 0.07405], [1.02770, 2.66627, -0.31902], [1.54106, 3.77103, -1.60600], [3.82493, 3.85203, -0.52966], [2.73374, 1.64372, 1.25913], [3.28308, 3.26014, 1.74561], [4.44256, 2.07824, 1.12604], [4.59390, 3.57317, -2.51644], [5.13101, 2.19865, -4.50238], [4.35090, -0.12901, -4.66487], [3.73630, -1.99038, -3.68520], [0.80102, -1.43880, -3.08869], [1.49385, -2.62843, -4.20521], [1.59601, -0.89798, -4.56657], [2.12875, -2.22674, -1.12274], [3.87816, -2.47909, -1.23360], [2.75915, -3.52768, -2.12568], [1.67944, -4.28850, 0.55881], [2.17034, -3.08701, 1.31073], [1.52755, -2.04604, 1.35441], [3.43686, -3.17216, 2.06906], [3.99457, -1.99034, 2.56176], [5.16293, -2.02287, 3.29955], [5.78510, -3.24007, 3.55555], [5.23981, -4.41917, 3.06526], [4.07380, -4.38673, 2.31897], [0.86115, -4.01132, -0.09806], [1.31882, -5.02475, 1.28331], [2.47857, -4.74674, -0.02252], [3.50390, -1.05136, 2.33329], [5.59440, -1.10355, 3.67608], [6.69956, -3.26960, 4.13454], [5.72584, -5.36571, 3.26369], [3.65652, -5.31381, 1.94492]], "forces_ev_per_a": [[-1.09, 0.49, 0.47], [-0.11, -0.03, -0.05], [0.40, -0.14, 0.28], [-0.12, -0.15, -0.06], [-0.14, 0.00, -0.17], [0.00, 0.00, -0.11], [0.01, 0.09, -0.07], [0.08, 0.03, -0.04], [-0.02, 0.03, 0.01], [0.02, -0.01, -0.02], [0.08, 0.08, -0.08], [0.06, -0.02, 0.06], [0.04, 0.05, 0.06], [0.02, 0.08, 0.07], [-0.02, -0.03, 0.01], [0.01, -0.02, 0.00], [-0.01, -0.03, 0.01], [0.01, 0.00, 0.00], [0.01, -0.02, -0.03], [0.01, 0.01, 0.00], [-0.01, -0.02, -0.04], [0.02, 0.07, 0.05], [-0.08, -0.07, -0.02], [-0.10, -0.03, 0.02], [0.15, -0.05, -0.14], [0.01, -0.09, -0.09], [-0.03, 0.03, 0.05], [-0.06, -0.07, 0.03], [-0.02, 0.02, 0.03], [0.06, 0.02, -0.04], [-0.03, -0.03, 0.04], [-0.02, -0.02, -0.02], [0.00, 0.05, 0.02], [0.03, -0.01, -0.02], [-0.04, -0.05, -0.03], [0.00, 0.06, 0.01], [0.03, 0.08, 0.09], [0.05, -0.11, 0.05], [-0.01, 0.02, 0.06], [0.05, -0.08, -0.07], [-0.10, -0.04, -0.14], [0.04, 0.18, -0.12], [0.14, 0.00, -0.19], [0.00, -0.12, 0.20], [0.19, -0.38, 0.12], [0.01, 0.04, 0.01], [0.01, -0.03, -0.03], [-0.05, 0.01, -0.02], [0.02, 0.05, 0.02], [-0.02, 0.00, 0.05], [-0.03, -0.04, 0.03], [0.03, -0.05, -0.02], [0.05, -0.07, 0.00], [-0.01, -0.02, 0.05], [0.00, 0.07, 0.07], [-0.01, 0.00, -0.02], [-0.03, -0.01, -0.01], [0.06, -0.01, -0.03], [-0.17, -0.26, 0.16], [0.09, 0.04, -0.21], [0.03, 0.03, 0.04], [0.05, -0.08, -0.17], [-0.02, -0.01, 0.10], [0.10, 0.07, -0.12], [0.06, 0.00, -0.03], [-0.26, 0.06, 0.18], [0.06, 0.02, 0.05], [0.10, 0.05, -0.19], [0.30, -0.23, -0.03], [0.22, 0.51, -0.11], [-0.03, -0.01, 0.04], [-0.05, -0.03, 0.01], [-0.02, 0.00, 0.07], [0.01, 0.03, -0.03], [-0.08, -0.06, 0.03], [0.02, -0.02, -0.02], [-0.05, 0.02, 0.02], [0.01, -0.04, -0.03], [-0.05, 0.00, 0.02], [0.01, 0.04, 0.05], [0.05, 0.02, -0.06], [0.01, 0.04, -0.04], [0.00, 0.04, 0.05], [0.02, -0.05, -0.01], [0.00, -0.01, -0.06], [-0.04, 0.01, 0.02], [0.05, 0.03, -0.02], [-0.04, -0.03, 0.05], [0.11, -0.22, 0.17], [-0.09, 0.33, -0.27], [0.09, 0.02, 0.09], [-0.05, 0.06, -0.05], [0.03, 0.00, 0.02], [-0.04, -0.02, -0.01], [0.07, -0.02, 0.03], [-0.08, -0.03, -0.05], [0.00, 0.04, -0.02], [0.04, 0.00, 0.00], [-0.03, -0.02, 0.04], [0.03, -0.05, 0.02], [-0.01, -0.03, -0.03], [-0.03, 0.00, -0.01], [-0.01, 0.03, 0.00], [0.02, 0.04, 0.02]]}



{"formula": "C40H47F6N4OPt", "method": "ωB97M-V with the def2-TZVPD basis set", "homo_ev": [-3.3, -3.3], "total_charge": -1, "homo_lumo_gap_ev": [5.58, 5.58], "elements": ["Pt", "C", "C", "C", "C", "C", "C", "C", "N", "C", "C", "C", "C", "C", "C", "C", "C", "C", "C", "N", "C", "C", "C", "N", "C", "C", "C", "C", "C", "C", "C", "C", "C", "C", "C", "C", "C", "C", "N", "C", "C", "H", "H", "H", "H", "H", "H", "H", "H", "H", "H", "H", "H", "H", "H", "H", "H", "H", "H", "H", "H", "H", "H", "H", "H", "H", "H", "H", "H", "H", "H", "H", "H", "H", "H", "H", "H", "H", "H", "H", "H", "H", "H", "H", "H", "C", "C", "O", "C", "F", "F", "F", "C", "F", "F", "F", "H", "H", "H"], "coordinates": [[-0.07843, 0.50387, 0.00210], [4.24745, 4.55852, 2.02940], [3.70917, 4.62418, 0.59850], [2.37005, 3.96927, 0.46598], [1.14882, 4.54849, 0.53974], [0.81776, 6.00028, 0.68172], [0.55717, 6.67486, -0.66722], [0.16364, 3.48526, 0.37200], [0.79195, 2.30140, 0.26256], [2.16008, 2.54430, 0.28811], [3.13058, 1.60320, 0.15076], [2.94776, 0.20287, 0.07901], [3.95447, -0.77702, -0.00700], [5.41273, -0.53271, -0.24070], [5.74258, -0.29722, -1.71646], [3.31389, -2.01439, 0.11718], [1.95421, -1.72980, 0.28774], [0.84876, -2.65680, 0.61695], [-0.33709, -2.50475, -0.26175], [-0.93352, -1.29933, -0.37523], [-2.12954, -1.50438, -1.00855], [-3.11072, -0.49457, -1.16302], [-2.99719, 0.80947, -0.80307], [-1.84996, 1.41257, -0.30430], [-2.12167, 2.71678, -0.11406], [-1.20896, 3.69526, 0.26330], [-3.51970, 2.97987, -0.45393], [-4.04575, 1.81184, -0.88735], [-5.42121, 1.55559, -1.41830], [-5.46386, 1.57181, -2.94833], [-4.18767, 4.31025, -0.31466], [-4.57237, 4.62153, 1.13360], [-2.25925, -2.86063, -1.35512], [-1.10542, -3.50026, -0.88100], [-0.72087, -4.93165, -1.10320], [-0.14748, -5.17678, -2.50131], [-3.40796, -3.46579, -2.10208], [-3.42677, -3.10280, -3.58927], [1.72711, -0.40333, 0.22399], [3.96247, -3.36273, 0.02558], [4.55296, -3.87172, 1.34019], [5.24480, 4.99845, 2.09995], [4.30189, 3.52389, 2.36999], [3.58609, 5.09431, 2.71250], [4.42106, 4.14824, -0.08097], [3.63716, 5.66781, 0.28042], [1.63486, 6.51379, 1.19568], [-0.06134, 6.11442, 1.32238], [1.43270, 6.58774, -1.31310], [0.32396, 7.73517, -0.54445], [-0.27675, 6.19601, -1.18214], [4.15677, 1.95402, 0.14432], [5.99010, -1.38569, 0.12783], [5.75115, 0.32822, 0.34554], [5.51110, -1.18513, -2.30816], [6.79868, -0.05403, -1.86141], [5.14123, 0.52218, -2.11349], [1.21032, -3.68518, 0.58138], [-4.06433, -0.81102, -1.57085], [-1.57265, 4.70730, 0.37246], [-6.10937, 2.30844, -1.02561], [-5.78328, 0.59160, -1.05190], [-5.16140, 2.54919, -3.32839], [-6.46724, 1.35307, -3.32052], [-4.77534, 0.83326, -3.36072], [-5.07872, 4.34202, -0.94707], [-3.52254, 5.09366, -0.69026], [-5.27877, 3.87916, 1.50882], [-5.03087, 5.60911, 1.22163], [-3.69311, 4.59131, 1.77838], [-1.58676, -5.58559, -0.94870], [0.02616, -5.24616, -0.36843], [-0.85664, -4.86723, -3.26973], [0.08943, -6.23223, -2.65872], [0.76287, -4.59166, -2.64387], [-4.35550, -3.15094, -1.65059], [-3.37688, -4.55434, -1.99431], [-3.42100, -2.01934, -3.71817], [-4.31200, -3.50478, -4.08957], [-2.54245, -3.49120, -4.09670], [4.75790, -3.31656, -0.72577], [3.24493, -4.09493, -0.35864], [5.26400, -3.15053, 1.74809], [5.07367, -4.82237, 1.19831], [3.77473, -4.01543, 2.08825], [-0.50967, -4.56048, 2.33987], [-0.16828, -3.17447, 2.86988], [0.46968, -2.29829, 2.00116], [-1.48810, -2.46956, 3.27567], [-1.29447, -1.23211, 3.72392], [-2.14346, -3.15179, 4.24796], [-2.30780, -2.40556, 2.22368], [0.75847, -3.32552, 4.09619], [1.03602, -2.16942, 4.69629], [1.92571, -3.87157, 3.71529], [0.23655, -4.14888, 5.03204], [-1.09726, -4.45707, 1.43139], [-1.09194, -5.10454, 3.08130], [0.39777, -5.12359, 2.12913]], "forces_ev_per_a": [[0.00, 0.04, -0.03], [0.02, 0.00, 0.02], [-0.02, 0.02, -0.03], [0.02, 0.03, 0.01], [0.05, -0.06, -0.01], [0.00, 0.00, 0.02], [-0.01, 0.03, -0.01], [0.02, 0.02, 0.01], [-0.05, -0.02, -0.01], [0.06, -0.06, 0.00], [-0.06, 0.08, 0.02], [0.04, 0.00, 0.00], [-0.07, -0.07, 0.05], [0.01, 0.00, 0.02], [0.02, 0.01, -0.03], [0.06, 0.10, -0.06], [-0.08, 0.00, -0.04], [-0.21, 0.03, -0.10], [0.04, 0.01, 0.07], [-0.03, -0.03, 0.04], [0.04, 0.00, -0.04], [-0.04, 0.13, 0.03], [0.02, -0.14, -0.03], [0.05, 0.01, 0.01], [-0.01, 0.06, 0.04], [-0.01, -0.10, -0.03], [0.00, -0.08, -0.02], [-0.05, 0.03, -0.01], [0.00, 0.03, 0.02], [-0.02, 0.00, -0.02], [0.00, 0.01, -0.02], [0.00, 0.01, 0.01], [0.06, -0.02, 0.02], [-0.04, 0.07, -0.12], [0.03, -0.04, 0.02], [0.01, 0.00, 0.00], [-0.01, -0.02, 0.03], [-0.01, 0.00, -0.03], [-0.05, 0.01, 0.01], [0.01, -0.04, -0.02], [0.03, 0.00, 0.03], [-0.01, 0.01, 0.00], [0.00, 0.00, 0.00], [0.00, 0.00, 0.00], [-0.01, 0.00, 0.00], [0.00, 0.00, 0.01], [0.01, -0.01, -0.01], [0.01, 0.01, 0.00], [0.01, 0.01, 0.01], [-0.01, 0.00, -0.01], [0.00, -0.01, 0.00], [0.00, 0.01, -0.01], [0.00, 0.01, -0.01], [-0.02, 0.00, -0.01], [-0.01, 0.00, 0.00], [0.00, -0.01, 0.00], [0.01, 0.01, 0.01], [0.04, 0.01, 0.08], [-0.01, 0.01, 0.00], [0.00, 0.01, 0.00], [0.00, 0.00, -0.01], [0.01, 0.00, 0.00], [0.00, 0.00, 0.00], [0.00, 0.00, 0.00], [0.00, 0.00, 0.00], [0.00, -0.01, 0.01], [0.00, 0.00, 0.00], [0.00, 0.00, 0.00], [0.00, 0.00, 0.00], [0.00, 0.00, 0.00], [0.00, 0.01, 0.00], [-0.03, 0.02, 0.01], [-0.02, -0.01, 0.00], [0.01, 0.00, 0.00], [-0.01, 0.01, 0.00], [0.01, 0.01, 0.01], [0.00, 0.00, -0.01], [-0.01, 0.00, 0.00], [0.01, -0.01, 0.00], [0.01, 0.01, 0.01], [-0.01, -0.01, 0.01], [0.00, 0.01, 0.03], [0.00, 0.00, -0.01], [0.00, -0.01, 0.01], [-0.04, 0.02, 0.02], [-0.04, -0.05, -0.01], [-0.24, 0.04, -0.04], [0.41, -0.06, 0.14], [-0.01, -0.06, -0.02], [0.00, 0.02, 0.01], [0.02, 0.04, -0.03], [-0.02, 0.00, 0.00], [-0.02, -0.04, 0.03], [0.01, 0.03, 0.00], [0.04, -0.03, -0.04], [0.02, 0.03, -0.02], [0.01, -0.02, 0.03], [0.03, -0.01, 0.01], [0.00, 0.01, -0.01]]}



> Number 2 is which compound?

C40H47F6N4OPt